Record 1
{"formula": "C26H32AuN3O2SSi", "method": "ωB97M-V with the def2-TZVPD basis set", "orbital_gap_ev": 8.652, "de_lowest_ev": 0.569, "symbols": ["Au", "O", "Si", "C", "C", "C", "C", "C", "C", "C", "C", "C", "C", "C", "C", "C", "C", "C", "C", "C", "C", "H", "H", "H", "H", "H", "H", "H", "H", "H", "H", "H", "H", "H", "H", "H", "O", "C", "C", "C", "C", "C", "C", "N", "H", "H", "H", "H", "H", "H", "H", "H", "H", "H", "H", "C", "N", "C", "N", "S", "H", "H", "H", "H", "H", "H"], "xyz": [[-1.290, 0.203, 0.845], [-0.045, 0.591, 2.436], [0.694, -0.335, 3.523], [-0.458, -0.645, 4.976], [-0.024, -1.226, 6.170], [-0.900, -1.451, 7.222], [-2.236, -1.094, 7.098], [-2.687, -0.510, 5.924], [-1.803, -0.288, 4.875], [1.324, -1.984, 2.852], [0.991, -2.457, 1.584], [1.448, -3.687, 1.126], [2.254, -4.474, 1.933], [2.605, -4.022, 3.199], [2.146, -2.792, 3.645], [2.208, 0.578, 4.186], [3.501, 0.330, 3.722], [4.583, 1.085, 4.157], [4.389, 2.116, 5.065], [3.111, 2.383, 5.539], [2.037, 1.618, 5.105], [1.019, -1.500, 6.290], [-0.541, -1.902, 8.139], [-2.923, -1.268, 7.918], [-3.727, -0.226, 5.824], [-2.157, 0.175, 3.960], [0.371, -1.851, 0.931], [1.175, -4.029, 0.134], [2.611, -5.434, 1.580], [3.238, -4.628, 3.836], [2.443, -2.453, 4.632], [3.669, -0.471, 3.009], [5.578, 0.869, 3.787], [5.230, 2.706, 5.407], [2.954, 3.183, 6.253], [1.046, 1.831, 5.491], [1.085, 0.780, -0.586], [1.981, 1.505, -0.139], [3.265, 1.721, -0.927], [3.735, 3.184, -1.136], [2.826, 4.253, -0.532], [2.915, 4.319, 0.993], [2.918, 2.930, 1.629], [1.883, 2.085, 1.065], [3.101, 1.229, -1.883], [4.039, 1.148, -0.409], [3.827, 3.364, -2.208], [4.740, 3.307, -0.723], [1.791, 4.057, -0.829], [3.082, 5.228, -0.952], [2.072, 4.895, 1.382], [3.828, 4.841, 1.295], [2.745, 2.998, 2.702], [3.897, 2.457, 1.509], [1.126, 1.719, 1.657], [-0.591, -2.418, -3.467], [-1.545, -2.005, -2.458], [-1.621, -0.780, -1.950], [-0.800, 0.154, -2.407], [-2.799, -0.436, -0.726], [-0.756, -3.466, -3.696], [0.433, -2.303, -3.105], [-0.721, -1.845, -4.388], [-2.172, -2.678, -2.051], [-0.035, -0.058, -3.023], [-0.796, 1.038, -1.927]]}



Record 2
{"formula": "C4H10N4O", "method": "ωB97M-V with the def2-TZVPD basis set", "orbital_gap_ev": 8.891, "de_lowest_ev": 5.221, "symbols": ["C", "C", "N", "C", "C", "N", "O", "N", "N", "H", "H", "H", "H", "H", "H", "H", "H", "H", "H"], "xyz": [[-0.669, -1.539, 0.274], [-0.848, 0.441, 1.686], [-0.304, -0.136, 0.460], [1.714, 0.349, 0.533], [-0.097, 0.763, -0.672], [-0.447, 2.097, -0.453], [0.601, -0.883, -2.120], [0.154, 0.454, -1.897], [2.385, -0.641, 0.412], [0.817, -0.855, -3.060], [-1.405, 2.297, -0.706], [0.219, 2.733, -0.868], [3.066, -0.992, -0.238], [0.209, -2.179, 0.363], [-1.393, -1.913, 1.002], [-1.073, -1.714, -0.719], [-0.482, 1.455, 1.807], [-0.507, -0.183, 2.517], [-1.938, 0.448, 1.677]]}



Record 3
{"formula": "C16H38ClN2O", "method": "ωB97M-V with the def2-TZVPD basis set", "orbital_gap_ev": 5.636, "de_lowest_ev": 4.204, "charge": 1, "symbols": ["C", "C", "N", "C", "C", "C", "C", "C", "O", "C", "H", "H", "H", "H", "H", "H", "H", "H", "H", "H", "H", "H", "H", "H", "H", "H", "H", "H", "H", "H", "C", "C", "C", "N", "C", "C", "C", "C", "C", "H", "H", "H", "H", "H", "H", "H", "H", "H", "H", "H", "H", "H", "H", "H", "H", "H", "H", "Cl"], "xyz": [[5.142, -0.181, -4.484], [3.630, -0.076, -4.574], [2.927, -0.105, -3.147], [1.409, 0.176, -3.531], [2.975, -1.587, -2.609], [1.886, -2.130, -1.693], [3.464, 0.911, -2.031], [3.459, 2.397, -2.436], [2.188, 2.880, -2.761], [2.149, 4.336, -3.069], [5.500, -0.280, -5.508], [5.555, -1.031, -3.942], [5.490, 0.775, -4.091], [2.962, -0.702, -5.166], [3.562, 0.960, -4.906], [1.125, -0.752, -4.026], [1.264, 1.015, -4.212], [0.887, 0.235, -2.577], [3.965, -1.838, -2.228], [2.816, -2.113, -3.550], [0.849, -2.279, -1.992], [1.797, -1.671, -0.708], [2.108, -3.195, -1.632], [4.512, 0.622, -1.959], [2.824, 0.682, -1.178], [4.136, 2.789, -3.196], [3.808, 2.937, -1.556], [3.037, 4.776, -3.523], [1.639, 4.888, -2.279], [1.513, 4.464, -3.945], [-0.408, 1.544, 2.826], [-1.746, 0.866, 2.990], [-1.761, -0.467, 3.793], [-3.185, -1.086, 3.983], [-3.185, -2.188, 5.051], [-3.698, -1.814, 2.641], [-5.259, -1.746, 2.724], [-5.571, -0.363, 3.311], [-4.373, -0.068, 4.223], [0.077, 1.967, 3.706], [-0.776, 2.422, 2.295], [0.386, 0.957, 2.367], [-2.228, 0.630, 2.041], [-2.483, 1.448, 3.543], [-1.335, -0.320, 4.785], [-1.213, -1.243, 3.259], [-2.384, -2.875, 4.774], [-4.103, -2.759, 5.187], [-3.030, -1.638, 5.979], [-3.227, -2.789, 2.514], [-3.445, -1.180, 1.791], [-5.598, -2.553, 3.374], [-5.733, -1.870, 1.751], [-6.393, -0.488, 4.015], [-5.961, 0.349, 2.583], [-4.537, -0.297, 5.276], [-4.162, 0.996, 4.329], [-3.244, -2.340, -2.601]]}



Record 4
{"formula": "C26H68O26", "method": "ωB97M-V with the def2-TZVPD basis set", "smiles": "O=C1OCCO1.O=C1OCCO1.OCCO.OCCO.OCCO.OCCO.OCCO.OCCO.OCCO.OCCO.OCCO.OCCO", "orbital_gap_ev": 10.257, "symbols": ["O", "C", "O", "C", "C", "O", "H", "H", "H", "H", "O", "C", "O", "C", "C", "O", "H", "H", "H", "H", "O", "C", "C", "O", "H", "H", "H", "H", "H", "H", "O", "C", "C", "O", "H", "H", "H", "H", "H", "H", "O", "C", "C", "O", "H", "H", "H", "H", "H", "H", "O", "C", "C", "O", "H", "H", "H", "H", "H", "H", "O", "C", "C", "O", "H", "H", "H", "H", "H", "H", "O", "C", "C", "O", "H", "H", "H", "H", "H", "H", "O", "C", "C", "O", "H", "H", "H", "H", "H", "H", "O", "C", "C", "O", "H", "H", "H", "H", "H", "H", "O", "C", "C", "O", "H", "H", "H", "H", "H", "H", "O", "C", "C", "O", "H", "H", "H", "H", "H", "H"], "xyz": [[-11.614, -16.478, 8.310], [-11.551, -15.289, 8.324], [-12.595, -14.438, 8.467], [-12.147, -13.093, 8.590], [-10.657, -13.168, 8.334], [-10.363, -14.617, 8.383], [-12.724, -12.368, 7.978], [-12.316, -12.806, 9.640], [-10.087, -12.694, 9.194], [-10.324, -12.841, 7.376], [-9.220, -12.418, 14.181], [-9.763, -12.661, 15.220], [-9.973, -13.923, 15.787], [-10.754, -13.669, 16.991], [-11.018, -12.152, 17.061], [-10.256, -11.635, 15.937], [-11.682, -14.202, 16.880], [-10.159, -13.944, 17.907], [-10.672, -11.637, 17.944], [-12.077, -11.976, 16.743], [-13.615, -12.080, 11.358], [-14.940, -12.578, 11.353], [-15.549, -12.310, 10.004], [-15.714, -10.877, 9.708], [-13.670, -11.156, 11.059], [-14.738, -13.657, 11.538], [-15.497, -12.132, 12.151], [-16.468, -12.887, 9.842], [-14.873, -12.591, 9.137], [-16.394, -10.626, 10.314], [-14.129, -8.743, 19.258], [-12.857, -8.037, 19.448], [-12.091, -7.739, 18.181], [-12.378, -8.654, 17.145], [-14.457, -8.784, 18.368], [-13.023, -7.076, 19.948], [-12.237, -8.695, 20.054], [-11.002, -7.771, 18.421], [-12.345, -6.734, 17.903], [-12.126, -8.086, 16.397], [-18.161, -10.172, 10.901], [-18.472, -9.788, 12.261], [-19.766, -10.423, 12.690], [-19.574, -11.794, 12.746], [-18.539, -11.029, 10.789], [-17.667, -10.068, 12.982], [-18.525, -8.701, 12.395], [-20.546, -10.248, 11.943], [-20.251, -10.015, 13.634], [-18.780, -12.069, 13.266], [-14.409, -14.905, 17.377], [-13.783, -16.059, 18.042], [-14.474, -17.372, 17.726], [-15.935, -17.306, 17.697], [-13.932, -14.815, 16.503], [-12.693, -16.026, 17.917], [-13.953, -15.768, 19.054], [-14.220, -18.090, 18.483], [-14.206, -17.785, 16.726], [-16.041, -16.411, 17.384], [-10.716, -9.796, 10.069], [-9.676, -10.419, 10.854], [-9.555, -9.740, 12.216], [-10.664, -9.712, 13.125], [-11.506, -9.838, 10.617], [-9.821, -11.501, 10.945], [-8.722, -10.186, 10.326], [-9.356, -8.713, 11.963], [-8.672, -10.179, 12.709], [-10.741, -10.628, 13.465], [-11.471, -7.123, 12.086], [-11.810, -5.832, 12.625], [-11.255, -5.749, 14.003], [-11.617, -7.006, 14.556], [-11.516, -7.085, 11.102], [-11.367, -5.027, 11.973], [-12.915, -5.566, 12.739], [-11.807, -4.907, 14.457], [-10.112, -5.661, 14.179], [-11.325, -7.731, 14.017], [-17.884, -11.230, 16.738], [-16.916, -10.721, 17.646], [-16.297, -11.859, 18.397], [-15.110, -12.210, 17.699], [-17.452, -11.487, 15.881], [-16.125, -10.238, 17.126], [-17.424, -9.986, 18.270], [-16.959, -12.666, 18.525], [-16.118, -11.569, 19.426], [-14.870, -13.162, 17.723], [-12.609, -14.497, 15.010], [-12.462, -15.426, 13.902], [-11.641, -16.631, 14.480], [-10.264, -16.516, 14.535], [-12.585, -13.549, 14.757], [-13.441, -15.791, 13.504], [-11.875, -14.897, 13.177], [-11.896, -17.485, 13.869], [-12.148, -16.823, 15.478], [-10.067, -15.633, 14.901], [-15.644, -11.305, 14.515], [-14.694, -10.208, 14.389], [-13.281, -10.628, 14.830], [-12.753, -11.773, 14.169], [-15.231, -11.920, 15.166], [-14.623, -9.895, 13.375], [-14.955, -9.370, 14.983], [-13.186, -10.816, 15.887], [-12.638, -9.717, 14.749], [-13.034, -11.798, 13.252], [-12.077, -7.435, 9.223], [-13.214, -8.229, 9.092], [-14.004, -8.313, 10.399], [-13.431, -9.280, 11.343], [-11.199, -7.943, 9.371], [-13.875, -7.755, 8.311], [-13.040, -9.217, 8.724], [-15.035, -8.719, 10.256], [-14.168, -7.347, 10.914], [-12.961, -8.882, 12.104]]}



| no. | E_tot (Ha) |
| --- | --- |
| 1 | -2148.211648 |
| 2 | -452.505951 |
| 3 | -1276.944817 |
| 4 | -2987.520802 |